Computed, not measured: 2 unconnected molecules or ions with the total composition C4H13NO2 in a non-equilibrium geometry, with the ωB97M-V functional and the def2-TZVPD basis.

Its structure (SMILES) is CNCCCO.O.

```
20
C4H13NO2 the ωB97M-V functional and the def2-TZVPD basis
H -0.51 -0.48 0.86
C 0.26 0.15 -1.20
N 0.72 -1.05 -0.56
H 2.28 -0.33 0.65
C -1.26 0.17 -1.35
H 0.08 -1.79 -0.37
H 0.36 2.07 1.97
H -1.61 -0.79 -1.68
H -2.01 1.62 0.06
C -1.95 0.53 -0.02
H 2.81 -1.43 -0.64
H 0.57 1.03 -0.65
H -2.96 0.14 -0.06
H 0.73 0.21 -2.19
H 1.94 -1.96 0.88
H -1.49 1.00 -2.02
O 0.93 1.51 2.50
O -1.35 -0.08 1.09
H 0.44 0.69 2.64
C 2.02 -1.21 0.09
```

***

Computed, not measured: 2 unconnected molecules or ions with the total composition C4H13NO2, with the ωB97M-V functional and the def2-TZVPD basis.

Its structure (SMILES) is C[C@@H](O)CCN.O.

```
20
C4H13NO2 the ωB97M-V functional and the def2-TZVPD basis
H 2.00 1.84 -1.72
H -0.02 -2.69 -2.37
O 1.68 1.82 -0.80
H 1.63 -0.30 0.50
H 1.78 -2.22 -1.01
C 0.51 1.00 -0.73
C 0.86 -0.40 -0.26
H -0.80 -1.48 -1.63
H 0.00 -0.79 0.26
H -0.66 2.73 -0.06
H 0.07 0.92 -1.72
H -2.99 -0.93 4.97
H 1.90 -0.79 -2.07
H -2.82 0.13 3.81
C 1.23 -1.34 -1.39
H -1.40 1.09 0.29
N 0.04 -1.70 -2.15
H -0.09 1.65 1.23
O -2.44 -0.23 4.63
C -0.48 1.68 0.21
```

***

Computed, not measured: 2 unconnected molecules or ions with the total composition C4H13NO2 in a non-equilibrium geometry, with the ωB97M-V functional and the def2-TZVPD basis.

Its structure (SMILES) is CC(C)NCO.O.

```
20
C4H13NO2 the ωB97M-V functional and the def2-TZVPD basis
H 2.11 0.74 1.74
H 0.40 0.24 1.81
H 0.95 -2.69 0.66
C 1.23 0.55 1.13
H -0.71 -2.30 1.28
C -0.03 -0.96 -0.35
C -0.03 -2.29 0.39
O -0.78 2.48 -1.58
H -1.34 0.74 -0.76
O 0.64 1.80 0.53
H -2.16 -0.90 -0.55
H -0.49 2.05 -2.40
H -0.52 -3.21 0.01
H 0.12 2.52 -1.20
H 1.59 0.32 -0.82
N 1.19 -0.22 -0.07
H 0.02 -1.28 -1.40
H -1.60 0.02 0.77
H 0.77 2.59 1.09
C -1.37 -0.22 -0.30
```

***

Computed, not measured: 2 unconnected molecules or ions with the total composition C4H13NO2 in a non-equilibrium geometry, with the ωB97M-V functional and the def2-TZVPD basis.

Its structure (SMILES) is CNC[C@@H](C)O.O.

```
20
C4H13NO2 the ωB97M-V functional and the def2-TZVPD basis
H 1.18 1.12 1.78
H 1.29 -0.48 0.20
H 1.15 1.02 3.16
H -3.02 -0.78 -0.41
H -0.55 -2.59 -0.37
H -2.77 -2.18 0.50
C -0.39 -0.64 -1.23
H -1.18 0.02 -1.68
C 0.58 0.33 -0.35
H 0.90 1.82 -1.90
H -1.04 1.52 0.23
H 2.25 0.61 -1.79
H 0.25 -0.98 -2.10
C 1.53 1.18 -1.22
O 1.87 1.11 2.53
O -0.20 1.17 0.66
N -0.97 -1.65 -0.23
H -2.59 -2.21 -1.44
H 2.10 1.77 -0.61
C -2.47 -1.75 -0.44
```

***

| no. | orbital gap (eV) | energy (eV) |
| --- | --- | --- |
| 1 | 9.496 | -9943.0353 |
| 2 | 9.997 | -9943.5224 |
| 3 | 9.652 | -9942.2900 |
| 4 | 9.927 | -9941.9130 |